[1]
CBrCl2F | the ωB97M-V functional and the def2-TZVPD basis

Last column: Löwdin charge in e.
Element x y z (Å)
C 0.970 0.358 0.216  -1.124
F 0.981 1.456 -0.527  0.007
Cl -3.811 -0.868 -0.304  -0.570
Cl -0.540 -0.179 0.723  0.793
Br 2.399 -0.767 -0.108  0.893

Computed properties:
Multiplicity: 1
ΔE to the lowest compared entry with this formula, charge and spin: 2.8385 eV
Gap between HOMO and LUMO (spin up / spin down): 3.84 / 3.80 eV
HOMO energy (spin up / spin down): -8.1 / -8.1 eV

---

[2]
CBrCl2F2OP | the ωB97M-V functional and the def2-TZVPD basis

Last column: Mulliken spin population.
Element x y z (Å)
C -0.129 0.982 2.276  0.001
O 0.083 -0.764 -3.708  0.221
F 0.492 2.118 2.168  0.000
F 0.759 0.143 2.737  0.000
P -0.556 -1.250 -2.501  0.369
Cl -1.266 -3.112 -2.660  0.147
Cl 0.637 -1.230 -0.894  0.149
Br -2.285 -0.015 -1.940  1.113

Computed properties:
Multiplicity: 3
Gap between HOMO and LUMO (spin up / spin down): 6.21 / 5.95 eV
HOMO energy (spin up / spin down): -6.2 / -11.4 eV

---

[3]
CBrCl2NO2 | the ωB97M-V functional and the def2-TZVPD basis

Last column: Löwdin charge in e.
Element x y z (Å)
C -1.068 0.479 -0.511  -1.576
N 1.657 -0.409 0.518  -0.243
O 2.491 -0.043 1.290  0.103
O 1.496 -1.305 -0.170  0.070
Cl -1.842 1.322 -1.831  0.518
Cl -1.208 1.311 1.030  0.491
Br -1.525 -1.355 -0.326  0.638

Computed properties:
Multiplicity: 1
ΔE to the lowest compared entry with this formula, charge and spin: 1.9217 eV
Gap between HOMO and LUMO (spin up / spin down): 8.69 / 7.87 eV
HOMO energy (spin up / spin down): -10.2 / -9.3 eV

---

[4]
CBrCl2NO2 | the ωB97M-V functional and the def2-TZVPD basis

Last column: Löwdin charge in e.
Element x y z (Å)
O -1.843 -0.280 -0.454  0.035
N -0.870 -0.572 0.208  -0.465
O -0.705 -1.405 1.029  0.068
C 0.500 0.394 -0.179  -1.550
Cl 0.436 1.572 1.135  0.597
Cl 0.330 0.949 -1.782  0.666
Br 2.152 -0.657 0.045  0.650

Computed properties:
Multiplicity: 1
ΔE to the lowest compared entry with this formula, charge and spin: 0.1145 eV
Gap between HOMO and LUMO: 10.79 eV
HOMO energy: -11.1 eV
Structure (SMILES): O=[N+]([O-])C(Cl)(Cl)Br

---

> Which value of multiplicity does entry 2 give?

3